(1)
{
  "formula": "C18H52InN2Na3O11P",
  "method": "ωB97M-V/def2-TZVPD",
  "symbols": ["In", "Na", "Na", "Na", "P", "O", "O", "O", "O", "C", "C", "C", "O", "C", "N", "H", "H", "H", "H", "H", "H", "H", "H", "H", "H", "H", "C", "C", "C", "O", "C", "N", "H", "H", "H", "H", "H", "H", "H", "H", "H", "H", "H", "C", "C", "O", "H", "H", "H", "H", "H", "H", "C", "C", "O", "H", "H", "H", "H", "H", "H", "C", "C", "O", "H", "H", "H", "H", "H", "H", "C", "C", "O", "H", "H", "H", "H", "H", "H", "C", "C", "O", "H", "H", "H", "H", "H", "H"],
  "coordinates": [[-3.3242, -39.6249, -8.1674], [-2.0299, -38.0770, -3.9986], [1.3104, -38.7643, -8.6290], [-0.6332, -41.2367, -5.2109], [-0.4523, -38.4612, -6.4164], [-1.9504, -37.9219, -6.2952], [-0.5798, -39.7204, -7.3723], [-0.0715, -38.9331, -4.9732], [0.4619, -37.3667, -7.0253], [1.8999, -42.9773, -6.6962], [0.7810, -43.3120, -7.7047], [0.4143, -44.8070, -7.6670], [1.4154, -45.6743, -8.1334], [1.4524, -45.7845, -9.5564], [-0.3765, -42.4639, -7.4686], [2.6644, -43.7551, -6.6972], [1.5151, -42.9481, -5.6745], [2.4197, -42.0508, -6.9458], [1.1289, -43.0343, -8.7113], [-0.5586, -44.9613, -8.1454], [0.2284, -45.1126, -6.6347], [1.9568, -46.7158, -9.7988], [1.9102, -44.8551, -9.9085], [0.4527, -45.9048, -9.9865], [-0.9611, -42.6386, -8.2887], [-0.2042, -41.4618, -7.5846], [-7.9581, -38.3024, -8.4582], [-6.4123, -38.2098, -8.5077], [-5.8960, -37.0280, -7.6979], [-4.4905, -36.9919, -7.7379], [-3.9557, -35.7443, -7.3218], [-5.9002, -39.4966, -7.9740], [-8.3295, -38.4546, -7.4469], [-8.3216, -39.0777, -9.1318], [-8.3193, -37.3628, -8.8866], [-6.1282, -38.0370, -9.5472], [-6.2262, -37.0581, -6.6508], [-6.3070, -36.1206, -8.1491], [-4.1620, -35.5578, -6.2667], [-4.1263, -34.9216, -8.0163], [-2.8719, -35.8603, -7.3448], [-6.0790, -39.4513, -6.9696], [-6.5430, -40.2241, -8.2822], [3.1282, -41.8754, -1.4569], [1.8287, -42.1879, -2.2112], [1.7421, -41.5362, -3.4701], [3.9680, -42.1804, -2.0792], [3.0972, -42.4126, -0.5100], [3.1944, -40.8130, -1.2223], [1.0038, -41.8356, -1.5802], [1.7094, -43.2532, -2.4039], [1.5464, -40.5950, -3.3560], [4.8022, -35.0472, -6.7476], [3.3187, -35.2520, -6.4873], [2.9118, -36.3368, -7.3622], [5.1795, -34.3700, -5.9782], [4.9151, -34.6400, -7.7503], [5.4291, -35.9332, -6.6569], [2.8202, -34.3209, -6.7650], [3.0976, -35.5779, -5.4657], [1.9901, -36.5516, -7.1277], [-0.4641, -33.7548, -4.3169], [-0.3810, -35.2527, -4.5809], [-1.6402, -35.7045, -5.0667], [0.4137, -33.3382, -3.8295], [-1.3295, -33.5132, -3.6965], [-0.6931, -33.2885, -5.2768], [0.0195, -35.8414, -3.7465], [0.3212, -35.3938, -5.4101], [-1.5919, -36.4749, -5.6807], [4.1105, -38.5378, -3.7710], [2.7986, -37.7749, -3.8899], [1.8017, -38.4893, -3.1973], [4.0708, -39.4561, -4.3601], [4.2467, -38.8473, -2.7352], [4.9592, -37.9242, -4.0721], [2.4526, -37.5865, -4.9121], [2.8873, -36.7788, -3.4217], [1.0870, -38.6700, -3.8635], [-0.5438, -33.2542, -9.1810], [0.0016, -34.4022, -8.3628], [-0.5894, -35.6481, -8.6761], [-0.2430, -32.3160, -8.7147], [-1.6337, -33.1998, -9.1708], [-0.2055, -33.3729, -10.2090], [-0.1035, -34.2542, -7.2733], [1.0977, -34.5041, -8.5050], [-0.2334, -36.1706, -7.9113]],
  "atomic_forces_ev_per_a": [[0.02, 1.31, 0.67], [0.05, 0.55, 0.20], [0.15, 0.15, -0.11], [0.66, -0.26, -0.07], [-1.48, -0.40, -0.10], [0.60, -0.99, -0.51], [0.59, 1.09, 0.52], [-0.51, 0.04, -1.12], [-0.56, -1.46, 0.58], [-0.16, -0.54, -0.47], [1.46, 0.97, 0.57], [-0.33, -0.69, 0.52], [-0.80, 0.45, -0.20], [-0.40, -0.21, 0.51], [-0.90, -0.28, -0.69], [-0.04, -0.05, -0.12], [-0.02, 0.17, 0.02], [-0.18, 0.15, 0.13], [0.25, -0.62, -0.14], [0.15, -0.05, -0.57], [0.24, 0.25, 0.22], [0.61, 0.38, -0.03], [0.25, -0.31, -0.57], [-0.14, 0.33, 0.17], [-0.51, -0.14, 0.45], [0.55, -0.12, 0.26], [0.61, 0.78, -0.62], [-0.95, 0.24, 0.28], [-0.46, 0.00, -0.15], [0.20, -0.69, -0.45], [1.76, -0.12, 0.24], [0.52, 0.35, 0.33], [-0.08, 0.08, 0.00], [0.05, -0.17, 0.14], [-0.31, -0.05, 0.32], [0.28, -0.43, 0.00], [-0.16, -0.11, -0.01], [-0.04, 0.01, 0.05], [-0.58, 0.35, -0.17], [-0.80, -0.04, 0.16], [-0.05, -0.17, -0.12], [0.17, -0.09, 0.10], [0.44, -0.36, -0.35], [-0.55, -0.23, -0.51], [0.02, 0.53, 1.05], [-0.62, 0.22, -1.12], [0.18, -0.01, 0.27], [0.26, -0.12, -0.05], [0.00, 0.03, -0.12], [-0.12, -0.29, -0.04], [0.11, 0.02, 0.03], [0.53, 0.01, 0.40], [-0.13, 0.28, 0.69], [1.30, -1.19, -1.06], [-0.65, 0.60, 0.32], [0.08, 0.33, -0.36], [0.24, 0.17, 0.10], [-0.39, -0.29, -0.07], [-0.42, -0.06, 0.32], [-0.08, 0.38, 0.15], [0.17, -0.08, 0.02], [-0.89, -0.25, 0.15], [0.72, 0.34, -1.12], [-0.36, -0.20, 1.00], [0.15, -0.08, -0.23], [0.08, -0.15, 0.19], [0.36, 0.25, 0.03], [-0.37, 0.06, 0.28], [0.30, -0.07, 0.22], [0.01, 0.49, -0.16], [0.07, -0.02, 0.01], [-0.04, 0.22, 0.10], [-0.76, -0.30, -0.35], [0.00, 0.08, -0.12], [0.07, 0.16, 0.04], [-0.02, -0.04, -0.05], [0.28, -0.22, -0.10], [0.19, -0.12, 0.10], [0.32, 0.25, 0.37], [-0.05, -0.26, 0.38], [-0.62, 0.22, -0.34], [0.50, 0.52, 0.75], [0.45, 0.04, -0.38], [-0.04, -0.43, -0.01], [-0.01, 0.44, -0.05], [-0.03, 0.16, 0.07], [0.13, 0.03, -0.06], [-0.54, -0.74, -0.60]],
  "lumo_energy_ha": -0.528,
  "orbital_gap_ev": 1.87,
  "spin_multiplicity": 1,
  "total_charge": 3
}

(2)
{
  "formula": "C44H41BN11O17",
  "method": "ωB97M-V/def2-TZVPD",
  "symbols": ["N", "C", "N", "C", "N", "O", "B", "O", "O", "N", "H", "H", "H", "H", "H", "H", "C", "C", "C", "C", "C", "C", "N", "O", "O", "H", "H", "H", "H", "H", "C", "C", "C", "C", "C", "C", "N", "O", "O", "H", "H", "H", "H", "H", "C", "C", "C", "C", "C", "C", "N", "O", "O", "H", "H", "H", "H", "H", "C", "C", "C", "C", "C", "C", "N", "O", "O", "H", "H", "H", "H", "H", "C", "C", "C", "C", "C", "C", "N", "O", "O", "H", "H", "H", "H", "H", "C", "C", "C", "C", "C", "C", "N", "O", "O", "H", "H", "H", "H", "H", "C", "C", "C", "C", "C", "C", "N", "O", "O", "H", "H", "H", "H", "H"],
  "coordinates": [[-0.4392, 0.1970, 6.6325], [-0.0496, 0.8491, 7.7432], [-1.0264, 1.3452, 8.6946], [-0.1864, 1.9069, 9.7098], [1.1869, 1.7883, 9.3944], [2.3117, 2.1356, 10.0412], [2.1456, 3.3241, 10.8668], [1.7959, 4.6200, 10.3916], [2.3159, 3.1358, 12.2893], [1.2556, 1.1509, 8.2121], [-0.1151, 0.4135, 5.6786], [-1.1315, -0.5492, 6.7776], [-0.6124, 2.3687, 10.6424], [0.9292, 4.8053, 10.8216], [1.5596, 2.5484, 12.5265], [2.1203, 0.8860, 7.7210], [0.1681, 2.5020, -0.1912], [0.8409, 2.7658, 0.9982], [0.7661, 1.8663, 2.0542], [0.0168, 0.7012, 1.9057], [-0.6647, 0.4347, 0.7210], [-0.5870, 1.3412, -0.3285], [-0.0453, -0.2608, 3.0039], [0.5520, 0.0126, 4.0439], [-0.6794, -1.2814, 2.8312], [0.2333, 3.2042, -1.0157], [1.4265, 3.6724, 1.1000], [1.2944, 2.0827, 2.9750], [-1.2538, -0.4670, 0.5994], [-1.1117, 1.1418, -1.2560], [0.1872, -5.9545, 0.0366], [-1.1168, -5.4713, -0.0051], [-1.4088, -4.3176, -0.7221], [-0.3857, -3.6577, -1.3980], [0.9229, -4.1310, -1.3547], [1.2061, -5.2840, -0.6329], [-0.6925, -2.4566, -2.1749], [-1.8518, -2.0580, -2.1764], [0.2204, -1.9220, -2.7809], [0.4105, -6.8590, 0.5929], [-1.9067, -5.9969, 0.5196], [-2.4281, -3.9508, -0.7475], [1.7239, -3.6190, -1.8749], [2.2209, -5.6633, -0.5947], [-2.1348, -1.4920, -5.1827], [-1.3287, -1.0785, -6.2387], [-1.9045, -0.6772, -7.4379], [-3.2912, -0.6901, -7.5664], [-4.1042, -1.1099, -6.5170], [-3.5192, -1.5121, -5.3222], [-3.9011, -0.2438, -8.8183], [-3.1529, 0.0997, -9.7210], [-5.1221, -0.2366, -8.8869], [-1.6821, -1.7988, -4.2468], [-0.2505, -1.0662, -6.1250], [-1.2666, -0.3569, -8.2536], [-5.1835, -1.1265, -6.6131], [-4.1422, -1.8380, -4.4968], [1.9348, -1.9010, 8.6953], [2.7704, -2.0142, 9.8024], [3.2766, -3.2563, 10.1677], [2.9424, -4.3770, 9.4128], [2.1016, -4.2716, 8.3093], [1.5971, -3.0266, 7.9528], [3.4944, -5.6835, 9.7782], [4.2125, -5.7403, 10.7614], [3.2075, -6.6363, 9.0762], [1.5461, -0.9295, 8.4078], [3.0302, -1.1326, 10.3795], [3.9265, -3.3332, 11.0313], [1.8342, -5.1405, 7.7198], [0.9441, -2.9324, 7.0923], [-5.4692, 1.8615, -12.6713], [-5.5109, 1.7152, -11.2882], [-6.0960, 2.7007, -10.5022], [-6.6403, 3.8277, -11.1126], [-6.5955, 3.9846, -12.4950], [-6.0061, 2.9953, -13.2740], [-7.2794, 4.8564, -10.2894], [-7.2834, 4.6951, -9.0801], [-7.7743, 5.8140, -10.8589], [-5.0168, 1.0875, -13.2828], [-5.0918, 0.8344, -10.8251], [-6.1228, 2.5757, -9.4257], [-7.0131, 4.8615, -12.9754], [-5.9684, 3.1057, -14.3520], [-2.8515, 4.0118, -9.9760], [-1.9637, 5.0596, -10.1999], [-0.7342, 5.0814, -9.5518], [-0.4028, 4.0446, -8.6840], [-1.2887, 2.9973, -8.4495], [-2.5169, 2.9845, -9.0992], [0.9006, 4.0491, -8.0176], [1.6449, 4.9909, -8.2304], [1.1704, 3.1077, -7.2888], [-3.8076, 3.9953, -10.4879], [-2.2296, 5.8586, -10.8830], [-0.0511, 5.9024, -9.7341], [-1.0380, 2.1903, -7.7711], [-3.2105, 2.1745, -8.9257], [8.6777, -1.6859, 8.3711], [8.0979, -2.9286, 8.1364], [6.8830, -3.0145, 7.4674], [6.2592, -1.8476, 7.0336], [6.8298, -0.6001, 7.2714], [8.0436, -0.5234, 7.9436], [4.9920, -1.9358, 6.3070], [4.5139, -3.0425, 6.1342], [4.4854, -0.8945, 5.9115], [9.6292, -1.6230, 8.8887], [8.5954, -3.8311, 8.4728], [6.4411, -3.9881, 7.2903], [6.3471, 0.3118, 6.9403], [8.4986, 0.4425, 8.1315]],
  "atomic_forces_ev_per_a": [[0.57, -0.09, 0.67], [-1.30, 2.04, 2.98], [5.95, 0.39, 1.04], [-0.17, -1.58, -2.38], [-4.28, 0.26, -0.07], [-0.17, 0.56, 0.43], [0.13, 2.08, 2.31], [-0.52, -3.13, 0.28], [-1.55, -0.29, -2.95], [-1.99, -0.69, -2.33], [0.18, -0.57, 0.56], [0.31, 0.88, -0.32], [0.88, -0.52, -1.15], [1.01, 0.59, -0.15], [1.14, 0.08, 0.42], [-0.24, 0.41, 0.63], [0.00, -0.03, 0.04], [-0.13, -0.18, -0.03], [0.08, 0.08, 0.09], [0.15, 0.50, -0.50], [-0.11, -0.17, -0.09], [0.11, 0.08, 0.15], [-0.34, -0.29, -0.43], [-0.07, 0.02, -0.08], [0.32, 0.41, 0.32], [-0.01, -0.08, 0.08], [-0.05, -0.11, 0.03], [-0.09, -0.18, -0.07], [0.11, 0.05, 0.16], [0.04, -0.05, 0.11], [0.00, 0.03, -0.01], [0.20, 0.09, -0.09], [-0.14, 0.02, 0.02], [0.13, -0.67, 0.40], [0.15, 0.04, -0.06], [-0.24, 0.05, 0.03], [-0.03, 0.17, 0.03], [0.51, -0.09, 0.25], [-0.38, -0.08, 0.18], [-0.02, 0.09, -0.05], [0.05, 0.09, -0.07], [0.17, 0.09, -0.12], [-0.22, 0.06, -0.01], [-0.09, 0.07, -0.04], [0.06, -0.07, -0.09], [-0.26, 0.00, -0.01], [0.13, 0.07, -0.08], [0.33, -0.20, 0.68], [-0.17, 0.00, 0.06], [0.19, 0.08, -0.19], [-0.10, -0.19, -0.13], [-0.33, -0.34, 0.22], [0.50, -0.01, 0.07], [-0.17, 0.17, -0.37], [-0.10, 0.01, -0.04], [-0.23, -0.01, -0.02], [0.15, 0.08, -0.18], [0.03, 0.04, -0.10], [0.05, -0.14, 0.00], [-0.09, -0.11, -0.19], [0.11, 0.03, 0.09], [-0.34, 0.84, -0.26], [-0.05, -0.08, -0.08], [0.09, 0.05, 0.16], [0.27, -0.67, 0.19], [-0.23, 0.16, -0.29], [0.01, 0.38, 0.14], [0.10, -0.66, 0.15], [0.03, -0.11, 0.01], [-0.05, -0.20, -0.14], [0.17, -0.01, 0.19], [0.11, -0.07, 0.04], [-0.04, 0.12, 0.01], [-0.10, 0.16, -0.29], [-0.05, -0.07, 0.06], [0.34, -0.58, -0.43], [-0.03, 0.10, -0.11], [0.04, -0.08, 0.23], [-0.22, 0.36, 0.27], [0.04, 0.02, -0.35], [0.17, -0.28, 0.14], [-0.03, 0.07, 0.07], [-0.11, 0.17, -0.09], [-0.12, 0.15, -0.10], [-0.02, -0.04, 0.24], [-0.03, 0.04, 0.11], [0.06, 0.05, 0.01], [0.03, -0.22, 0.15], [0.05, 0.11, -0.06], [-0.69, -0.01, -0.39], [-0.04, -0.12, 0.05], [0.14, 0.39, -0.02], [0.40, 0.06, 0.17], [-0.24, -0.29, 0.08], [-0.10, 0.23, -0.17], [0.10, 0.00, 0.05], [0.06, -0.06, 0.08], [0.06, -0.19, 0.14], [0.15, 0.19, -0.03], [0.09, 0.19, -0.01], [-0.02, 0.00, -0.01], [-0.07, 0.22, -0.04], [-0.04, -0.13, -0.01], [0.68, 0.05, 0.38], [-0.02, 0.12, 0.00], [-0.08, -0.22, -0.01], [-0.27, -0.22, -0.12], [0.09, 0.43, 0.05], [-0.01, -0.18, 0.20], [-0.10, -0.01, -0.05], [-0.09, 0.07, -0.05], [-0.08, 0.19, -0.08], [-0.06, -0.22, -0.07], [-0.07, -0.08, -0.05]],
  "lumo_energy_ha": -0.137,
  "orbital_gap_ev": 6.99,
  "spin_multiplicity": 1,
  "total_charge": 1
}

(3)
{
  "formula": "C5H10N2",
  "method": "ωB97M-V/def2-TZVPD",
  "symbols": ["C", "N", "C", "C", "C", "C", "N", "H", "H", "H", "H", "H", "H", "H", "H", "H", "H"],
  "coordinates": [[2.8389, 0.7184, 0.9855], [2.6368, -0.3794, 0.3803], [1.3555, -0.8576, 0.1940], [0.5153, -0.4688, -0.7769], [-0.9332, -0.8666, -0.8315], [-1.8868, -0.1364, 0.0840], [-1.9401, 1.3063, -0.0410], [1.8998, 1.2731, 1.1676], [3.7961, 1.2139, 0.9964], [1.0394, -1.4777, 1.0401], [0.9027, 0.0852, -1.6205], [-1.2405, -0.9902, -1.8821], [-1.0501, -1.9280, -0.5188], [-2.9104, -0.5798, -0.0146], [-1.7037, -0.3981, 1.1237], [-1.9015, 1.7038, -0.9575], [-1.4184, 1.7820, 0.6712]],
  "atomic_forces_ev_per_a": [[-2.07, -0.23, -1.77], [2.05, 0.07, 0.18], [-1.32, 0.63, 0.47], [0.31, -0.51, 0.43], [0.19, -2.20, -0.17], [-1.35, 0.19, -0.26], [-0.52, -0.37, 0.83], [0.60, 0.39, 0.69], [0.35, -0.27, 0.43], [-0.16, -0.11, -0.44], [0.13, 0.36, 0.13], [-0.25, 0.84, 0.23], [0.39, 0.32, 0.09], [0.54, 0.34, -0.47], [0.61, 0.23, 0.14], [0.26, 0.03, -0.17], [0.22, 0.28, -0.33]],
  "lumo_energy_ha": 0.036,
  "orbital_gap_ev": 9.61,
  "spin_multiplicity": 1
}